This record from OMol25 describes 8 unconnected molecules or ions with the total composition C45H112N8O12 at a distorted geometry. The level of theory is ωB97M-V/def2-TZVPD.

```
177
Properties=species:S:1:pos:R:3:forces:R:3:lowdin_charge:R:1
C 14.898313 8.084534 -1.551000 -0.55 0.21 -0.63 -0.028
C 15.045320 8.361542 -0.041260 -0.67 0.79 0.05 -0.471
C 16.562542 8.380549 0.293006 -0.26 -0.68 -0.58 -0.030
C 14.614032 9.787488 0.357086 -2.35 1.35 0.73 -0.123
C 13.032481 10.054397 0.527449 2.22 -1.59 -0.39 -0.147
C 12.540655 9.024489 1.538808 -0.48 1.30 -0.44 -0.168
C 12.846031 7.572231 1.120950 -0.28 0.45 1.44 -0.480
C 12.456957 6.738920 2.394321 0.02 -0.23 -0.85 -0.036
C 11.944152 7.157368 -0.034019 0.57 -0.04 -0.93 -0.017
N 14.280664 7.478286 0.859787 0.96 0.84 0.91 -0.099
O 14.768629 6.165720 0.858040 -0.42 -0.32 -0.83 -0.004
H 14.943284 7.035890 -1.844980 0.90 -0.14 0.36 0.056
H 13.976655 8.334868 -2.076341 -0.74 0.50 0.82 0.066
H 15.588815 8.729322 -2.094634 0.57 -0.43 -0.04 0.082
H 17.123538 7.553826 -0.142803 -0.23 -0.46 0.21 0.079
H 16.993621 9.238188 -0.223460 -0.06 0.33 0.36 0.082
H 16.723704 8.409333 1.370633 0.05 0.13 -0.04 0.074
H 14.977146 10.002141 1.362160 0.33 -0.25 0.14 0.086
H 14.964797 10.632296 -0.235663 0.51 -0.50 -0.61 0.111
H 12.869954 11.072916 0.879997 -0.02 -0.03 -0.16 0.106
H 12.576968 9.878929 -0.447144 -0.28 0.33 -0.03 0.088
H 11.475712 9.227940 1.651091 -0.43 -0.70 -0.12 0.117
H 12.917285 9.337661 2.512546 0.58 -0.55 0.11 0.097
H 11.383468 6.865680 2.534519 -0.05 0.39 0.23 0.081
H 12.994405 7.050089 3.290104 0.06 0.14 -0.19 0.055
H 12.551874 5.658307 2.287692 0.46 -0.03 -0.27 0.083
H 11.022728 6.710072 0.338797 0.08 -0.17 -0.39 0.084
H 12.532996 6.535401 -0.708203 -0.29 -0.95 0.35 0.074
H 11.720942 7.946270 -0.752298 -0.35 0.54 0.46 0.070
H 15.456275 6.177409 1.527822 0.31 -0.28 0.34 0.063
C 17.676377 10.322701 7.244675 0.11 -0.55 -0.26 -0.087
O 17.205884 9.707950 6.008988 0.11 0.80 -0.42 -0.212
C 17.427618 10.418279 4.707264 -1.46 0.64 1.46 -0.112
C 16.129235 11.159969 4.190028 1.00 -1.79 1.03 -0.460
C 15.694972 12.265250 5.033185 -0.56 1.93 0.42 -0.091
N 15.004781 10.254301 4.160760 -0.26 -0.79 -0.98 0.062
H 17.481296 9.739307 8.144501 -0.31 -1.34 -0.59 0.068
H 17.145034 11.196899 7.620911 0.25 0.84 -1.10 0.073
H 18.765539 10.365006 7.238700 0.04 0.74 -0.22 0.069
H 18.228136 11.150588 4.812045 0.30 -0.21 -0.05 0.116
H 17.609313 9.691770 3.915258 0.53 -0.38 0.45 0.102
H 16.430781 11.599577 3.239282 -0.33 -0.51 -0.61 0.132
H 14.672828 12.540469 4.773245 -0.15 -0.07 -0.14 0.086
H 16.270837 13.141168 4.734462 0.27 0.26 0.98 0.087
H 15.654032 11.998973 6.089370 0.46 0.33 0.07 0.078
H 14.518470 10.242384 5.045894 0.08 0.22 0.15 0.081
H 15.298501 9.297672 4.024118 0.01 -0.10 -0.26 0.035
C 21.648229 11.364206 6.234531 1.15 -0.73 0.11 -0.064
O 21.089892 10.001415 6.233009 -0.37 3.30 0.11 -0.204
C 22.060523 9.034625 6.367660 -0.69 -2.84 0.41 -0.218
C 21.238264 7.665856 6.475299 0.75 -0.23 1.08 -0.436
C 22.175349 6.456323 6.474457 0.92 0.38 0.41 -0.064
N 20.231255 7.534809 5.470044 0.57 -0.68 -0.06 0.054
H 22.282509 11.513719 7.108269 0.32 -0.46 0.14 0.079
H 21.053894 12.276391 6.287414 -1.44 -0.90 -0.20 0.080
H 22.269233 11.510055 5.350679 0.14 -0.25 -0.13 0.083
H 22.725178 8.910381 5.512732 0.05 0.38 -0.52 0.121
H 22.709636 9.117343 7.239397 -0.09 0.41 0.34 0.122
H 20.645216 7.605216 7.387841 0.50 0.52 0.61 0.119
H 22.913772 6.557778 7.269778 -0.07 0.12 0.39 0.073
H 22.835818 6.413945 5.608379 -0.35 -0.04 -0.54 0.073
H 21.718554 5.479538 6.633612 -0.38 0.24 -0.24 0.075
H 20.795434 7.539761 4.632328 -0.99 0.51 -0.95 0.086
H 19.578814 8.289368 5.628395 -0.05 0.33 -1.02 0.057
C 14.721434 5.742883 -7.332046 -0.55 -1.09 -0.02 -0.065
O 14.903983 4.472999 -6.642771 1.31 1.04 0.40 -0.208
C 13.713689 3.883351 -6.149940 0.12 1.99 0.46 -0.194
C 12.833143 4.819918 -5.319867 -0.23 2.40 1.15 -0.470
C 13.383240 5.544086 -4.056033 1.62 -0.33 -0.72 -0.039
N 11.693383 4.132967 -4.818341 -0.80 -1.07 -0.40 0.024
H 14.394843 6.585565 -6.722695 -0.97 -0.48 0.41 0.081
H 14.058559 5.405684 -8.128920 -0.39 1.18 -0.34 0.092
H 15.595618 6.238996 -7.753696 0.74 -1.29 -0.10 0.083
H 13.079002 3.601341 -6.990022 -0.01 -0.67 -0.16 0.122
H 13.982447 3.080123 -5.463872 0.23 -0.39 -0.48 0.118
H 12.347966 5.592464 -5.916419 0.62 0.15 -0.64 0.128
H 13.301485 6.630962 -4.066862 -0.58 -0.06 -0.08 0.070
H 14.462733 5.409672 -3.987350 0.25 -0.25 0.13 0.065
H 12.935111 5.121042 -3.156968 -0.02 0.21 -0.04 0.067
H 12.062869 3.414484 -4.212223 -0.42 -0.58 0.24 0.074
H 11.338467 3.702123 -5.660068 -0.89 -0.77 0.23 0.071
C 18.258921 5.996314 7.567429 0.05 -0.81 0.15 -0.093
O 17.195112 5.774477 8.536957 0.09 0.72 0.63 -0.200
C 17.304593 6.452296 9.869321 2.53 -0.85 -0.92 -0.178
C 16.426752 5.895077 11.025365 0.70 0.80 -2.24 -0.215
N 16.683696 4.468078 11.204897 -0.23 0.08 -0.37 -0.063
C 15.836361 3.767998 12.176923 0.21 -1.39 -0.45 -0.171
C 16.145189 2.202186 12.277924 -0.75 1.21 0.09 -0.193
O 15.380000 1.647228 13.339284 0.43 0.45 0.35 -0.208
C 15.671697 0.295411 13.607648 0.14 0.12 0.68 -0.130
H 18.082620 5.415088 6.662344 -0.78 -0.31 0.22 0.057
H 19.226509 5.588892 7.860474 0.09 0.06 0.78 0.082
H 18.469989 6.966123 7.116846 -0.70 0.69 0.86 0.050
H 17.191581 7.523584 9.702935 -0.48 0.07 0.18 0.104
H 18.330378 6.305513 10.207450 0.43 0.00 -0.23 0.106
H 15.524766 6.275904 10.546309 -1.59 -0.89 1.09 0.111
H 16.682845 6.496021 11.897938 -0.14 -0.12 0.07 0.120
H 16.421198 4.093380 10.304463 0.39 -0.43 -0.36 0.096
H 14.815448 3.817694 11.798289 -0.48 0.28 0.82 0.114
H 16.023038 4.200069 13.160061 -0.50 0.01 0.04 0.117
H 17.210808 2.068175 12.463924 0.14 -0.21 -0.24 0.115
H 15.751392 1.657663 11.419722 0.73 0.30 -0.78 0.118
H 15.339030 0.159360 14.636690 -0.36 -0.45 -0.19 0.088
H 16.728814 0.030733 13.631004 0.45 0.50 -0.17 0.079
H 15.234253 -0.416989 12.908184 -0.49 0.10 -0.08 0.083
C 14.453899 -1.816008 -4.244408 0.35 0.35 0.75 -0.105
O 14.690163 -0.953488 -3.141019 1.69 0.73 0.20 -0.187
C 16.104581 -0.667015 -2.852249 0.23 -0.20 1.93 -0.211
C 16.910196 0.151391 -3.800013 -1.44 -0.57 -1.03 -0.257
N 16.178543 1.362923 -3.982922 0.26 1.63 -0.60 -0.042
C 16.812390 2.329665 -4.892150 -0.20 -0.29 0.66 -0.192
C 16.980694 1.841150 -6.306241 1.24 0.64 -0.40 -0.206
O 17.857591 0.703327 -6.361477 -1.84 1.03 1.04 -0.218
C 18.425944 0.544591 -7.617305 1.50 -0.93 0.91 -0.114
H 14.469334 -1.261516 -5.182704 0.41 -0.17 -0.28 0.079
H 13.445584 -2.218156 -4.146040 0.11 -0.13 0.20 0.085
H 15.216451 -2.587982 -4.141105 -0.19 -0.41 -0.81 0.090
H 16.798165 -1.495432 -2.708108 -0.88 -1.28 0.13 0.117
H 16.105643 -0.159454 -1.887639 -0.52 0.02 0.08 0.109
H 16.895707 -0.492874 -4.679114 0.61 0.24 -0.63 0.104
H 17.948993 0.344758 -3.532439 -0.13 -0.24 0.43 0.139
H 15.276173 1.062261 -4.322676 -0.36 0.45 -0.08 0.100
H 17.772070 2.630767 -4.472081 0.49 -0.67 0.01 0.122
H 16.346810 3.313693 -4.837270 -0.81 -0.21 -0.43 0.098
H 17.503979 2.618929 -6.862435 -0.01 0.50 -0.03 0.110
H 16.055846 1.723077 -6.870883 -0.39 -0.54 0.24 0.123
H 18.202621 -0.476551 -7.926325 -0.52 0.32 -1.04 0.089
H 19.480673 0.470962 -7.352328 0.54 0.32 -0.75 0.087
H 18.245564 1.405991 -8.260392 -0.12 -0.52 -0.46 0.089
C 15.060273 3.764560 -1.239692 0.82 -0.56 -0.02 -0.116
O 15.800262 3.376429 -0.094104 0.48 0.05 0.44 -0.220
C 17.126817 2.889275 -0.398432 -1.30 -0.15 1.27 -0.171
C 17.757501 2.482577 0.992784 -1.34 1.12 0.71 -0.152
N 17.714684 3.449411 2.130661 0.08 -0.99 -0.88 -0.060
C 18.521343 4.635670 2.080795 0.11 -0.01 0.04 -0.204
C 18.123231 5.554813 3.233542 0.73 0.27 -1.98 -0.190
O 16.771026 5.974654 3.024913 0.85 -0.70 -0.01 -0.201
C 16.388140 6.740274 4.114695 -1.26 0.40 0.67 -0.104
H 14.008757 3.547433 -1.051870 -0.03 0.71 0.18 0.094
H 15.318039 3.148951 -2.101489 0.21 -0.28 -0.17 0.058
H 15.347466 4.787086 -1.484753 -0.68 0.28 -0.01 0.067
H 17.649528 3.609971 -1.027301 0.32 0.03 0.08 0.114
H 16.865717 1.979671 -0.939318 1.02 -0.27 -0.44 0.094
H 18.753818 2.041059 0.969956 0.05 0.10 -0.49 0.111
H 17.053885 1.723292 1.334128 0.19 -0.39 -0.08 0.101
H 16.783465 3.610420 2.487034 -0.05 0.13 -0.48 0.101
H 18.514102 5.122377 1.105518 -0.41 0.49 -0.19 0.109
H 19.564202 4.346337 2.210552 0.30 0.00 0.26 0.117
H 18.667296 6.499144 3.215168 0.66 -0.15 0.02 0.111
H 18.412084 5.020157 4.138427 -0.94 0.04 0.54 0.116
H 15.605909 7.434807 3.808411 -0.30 -0.27 -0.15 0.069
H 17.160308 7.372870 4.552515 0.43 -0.23 0.02 0.075
H 15.986545 6.046586 4.853354 -0.08 0.34 0.58 0.087
C 12.437686 6.050186 5.891312 -0.73 0.89 0.44 -0.120
O 13.089235 5.038979 6.607207 -0.24 -0.45 0.28 -0.184
C 13.344192 3.880949 5.840244 0.04 -1.13 0.33 -0.200
C 13.628012 2.673085 6.776754 -1.29 1.41 0.70 -0.217
N 14.873733 2.861158 7.446988 1.29 -2.01 0.17 -0.065
C 16.002017 2.119723 6.811331 0.73 3.34 -0.05 -0.137
C 16.616896 2.966417 5.592921 -0.76 -2.33 -0.47 -0.218
O 17.907303 2.478988 5.336366 0.55 -0.60 -0.96 -0.202
C 17.979037 1.243300 4.623265 0.29 -0.55 0.54 -0.100
H 11.672047 6.383840 6.591714 -0.23 0.43 -0.32 0.092
H 11.971490 5.804673 4.937119 -0.12 -0.86 0.14 0.066
H 13.046956 6.908646 5.608575 0.63 0.03 0.40 0.072
H 14.236522 4.188200 5.294850 -0.08 -0.86 -0.93 0.105
H 12.463986 3.595005 5.264421 0.06 0.40 -0.62 0.121
H 13.383271 1.660608 6.455662 0.92 0.04 -1.05 0.119
H 12.857895 2.692750 7.547878 -0.44 0.69 0.24 0.107
H 15.006485 3.860329 7.511304 0.66 0.02 0.15 0.091
H 15.743093 1.080021 6.611104 -0.29 0.32 -0.44 0.107
H 16.893581 2.083160 7.437335 -0.28 -0.06 0.70 0.106
H 16.727764 4.048908 5.656268 -0.36 -0.07 0.95 0.087
H 15.987431 2.782538 4.722256 -0.19 0.14 -0.39 0.105
H 17.247705 0.490535 4.917540 -0.24 0.10 0.77 0.077
H 18.962175 0.837300 4.861374 0.00 -0.02 -0.12 0.090
H 17.851434 1.213321 3.541171 0.17 1.16 -0.20 0.059
```
Positions in Å, forces in eV/Å.

Its HOMO-LUMO gap is 8.213 eV. The SMILES is CC1(C)CCCC(C)(C)N1O.COC[C@H](C)N.COC[C@H](C)N.COC[C@H](C)N.COCCNCCOC.COCCNCCOC.COCCNCCOC.COCCNCCOC.